Below is C35H30N4O5RuS as an isolated structure in a non-equilibrium geometry, with properties calculated with the ωB97M-V functional and the def2-TZVPD basis.

Output
Total charge: +2
Molar mass, g mol⁻¹: 719.8
Total energy, eV: -66384.2028
F_max, eV/A: 1.28

```
76
Properties=species:S:1:pos:R:3:forces:R:3
H -3.401880 -4.399324 1.860697 0.0 0.0 0.0
O 2.906645 2.226694 -1.350677 0.1 0.0 0.1
H -4.467170 -2.483922 2.993921 0.0 0.0 0.0
H -2.139690 0.228666 0.648569 0.0 0.0 0.0
H -2.718012 -2.669914 -2.278218 0.0 0.0 0.0
H 4.759525 2.419364 -2.737599 0.1 -0.1 0.0
H -4.291804 1.063731 5.548418 0.0 0.0 0.0
C -0.306536 -4.075185 -4.198219 0.0 0.0 0.0
C -3.359113 -1.009538 1.898293 0.0 0.0 0.0
C 3.770562 1.404631 -1.508842 -0.1 -0.1 -0.2
C -3.121788 -3.389200 1.595458 0.0 0.0 0.0
C 0.675904 -2.877833 -2.364886 0.0 0.0 0.0
C -1.809270 -1.871508 0.280613 -0.1 0.0 -0.1
H -1.298075 3.600652 -5.296986 0.0 0.0 0.0
C -2.719818 2.124243 3.660756 0.0 0.0 0.0
H -0.301896 3.766698 -0.387529 0.0 0.0 0.0
N 2.747063 -0.183350 0.016016 -0.1 0.0 0.1
O 1.590321 2.248310 1.301615 0.0 -0.1 0.1
C -2.170753 -3.176087 0.611632 0.0 0.0 0.0
C -1.730453 -2.945635 -2.624833 0.0 0.0 0.0
H -2.020527 3.553289 2.219885 0.0 0.0 0.0
H -0.193711 -4.694023 -5.078418 0.0 0.0 0.0
O 1.559534 -2.300460 2.550372 0.1 -0.1 0.1
C -1.576849 -3.720815 -3.763262 0.0 0.0 0.0
H -0.751267 0.003299 5.418146 0.0 0.0 0.0
C 0.819675 -3.659068 -3.497989 0.0 0.0 0.0
N -0.751325 3.702023 -2.459422 0.0 0.0 0.0
H 0.911742 -0.304528 -3.060340 0.0 0.0 0.0
H 1.804744 -3.959963 -3.828693 0.0 0.0 0.0
C -1.747287 2.764558 2.911402 0.0 0.0 0.0
C -2.375381 1.128143 4.572593 0.0 0.0 0.0
H -0.663626 1.577023 -6.575768 0.0 0.0 0.0
H 0.988774 1.117145 4.099235 0.0 0.0 0.0
H 3.786368 -3.045590 1.389933 0.0 0.0 0.0
S 0.755316 3.285446 2.106731 0.0 0.0 -0.1
C 1.671706 -1.371658 1.803643 -0.2 0.5 -0.1
C -0.044881 1.415179 3.988600 0.0 0.0 0.0
H 0.427216 -0.328498 -5.471840 0.0 0.0 0.0
C -3.714893 -2.309637 2.235657 0.0 0.0 0.0
C -0.600504 -2.515673 -1.934152 0.0 0.0 0.0
C 4.851115 -1.971139 -0.173319 -0.1 0.1 0.0
H -1.704487 -4.015170 0.112299 0.0 0.0 0.0
C 4.830283 -0.806647 -0.934294 0.0 0.0 0.1
O 4.818591 1.546964 -2.310249 -0.1 0.1 0.0
C 3.824687 -2.191688 0.726647 0.0 0.0 0.0
H 2.245521 3.005028 3.947594 0.0 0.0 0.0
C -0.551810 2.747827 -3.449273 0.0 0.1 0.0
H -3.775485 -0.467749 4.843446 0.0 0.0 0.0
H 5.672985 -2.668120 -0.263591 0.0 0.0 0.0
H 5.639190 -0.561362 -1.604919 0.0 0.0 0.0
H -2.450048 -4.054851 -4.306753 0.0 0.0 0.0
C -0.832399 2.754295 -4.810730 0.0 0.0 0.0
H 1.547284 -2.574221 -1.794703 0.0 0.0 0.0
H 2.823334 4.183664 2.724292 0.0 0.0 0.0
C -0.762492 -1.649550 -0.745075 0.0 0.0 0.3
H -1.166690 4.613013 -2.572970 0.0 0.0 0.0
H 1.523280 4.645789 3.859265 0.0 0.0 0.0
C -0.412164 2.412720 3.088272 0.0 0.0 0.0
H -3.038996 0.095948 6.335734 0.0 0.0 0.0
N 0.194892 1.985787 -1.448639 0.1 -0.1 -0.1
N 0.027884 -0.682664 -0.581437 0.7 1.0 0.1
C 2.794045 -1.271472 0.791881 -0.2 -0.1 0.2
C -1.028438 0.781884 4.718869 0.0 0.0 0.0
H -3.756925 2.415689 3.549865 0.0 0.0 0.0
Ru 0.945111 0.737681 0.085581 -1.0 -0.6 -0.6
C -0.470725 1.623647 -5.512863 0.0 0.0 0.0
C -2.401788 -0.786780 0.925908 0.0 0.0 0.0
H -3.837894 -0.169138 2.383195 0.0 0.0 0.0
C 3.776631 0.080010 -0.806467 0.2 0.1 -0.1
C 1.967310 3.827284 3.293436 -0.1 0.1 0.0
O 0.903136 -0.296823 1.784153 0.5 -0.5 0.0
C 0.150401 0.534076 -4.880425 0.0 0.0 0.0
C -3.429130 0.423148 5.373674 0.0 0.0 0.0
C 0.421080 0.538449 -3.528256 0.1 0.0 0.0
C -0.286067 3.206963 -1.309076 0.0 0.1 0.1
C 0.050189 1.669826 -2.805588 -0.1 -0.1 0.0
```
Forces are in eV/Å.

These are the Mulliken partial charges, in e, on atoms 1 to 5:
1 H 0.443
2 O -0.422
3 H 0.465
4 H 0.380
5 H 0.569